The molecule C2H4N4O in a non-equilibrium geometry. Source: the OMol25 dataset; level of theory: ωB97M-V/def2-TZVPD.

Structure (XYZ):
```
11
Properties=species:S:1:pos:R:3:forces:R:3
C -0.9765 -0.3284 0.8471 -0.908 -0.384 1.477
C -0.6902 0.6449 -0.9469 -0.921 0.872 -0.803
H 1.9868 -0.0855 1.2481 -0.428 -1.918 0.354
H 1.7459 -1.6277 0.6384 0.672 -0.533 -0.262
H -1.3255 -0.6773 1.8368 0.177 0.057 -0.975
H -0.2382 1.4506 -2.6228 0.143 -0.060 0.132
N 1.3502 -0.9420 1.2476 0.219 2.642 -0.050
N 0.2881 -0.4090 0.5020 0.967 -0.309 0.225
N -1.6712 0.3104 -0.0659 0.319 0.404 -0.472
N 0.5250 0.2583 -0.6562 -0.162 -0.302 -0.053
O -0.9943 1.4058 -2.0281 -0.079 -0.470 0.428
```
Positions in Å, forces in eV/Å.

Computed properties:
Kohn-Sham gap ... 10.384 eV
Highest occupied orbital energy ... -0.350 Eh
Total charge ... 0
SMILES ... Nn1cnc(O)n1
Relative energy (zero: lowest compared OMol25 entry of this formula, charge and spin) ... 1.585 eV
Largest force on an atom ... 2.7 eV/A